57
Properties=species:S:1:pos:R:3 method="wB97M-V/def2-TZVPD" total_charge=-1 gap_ev=6.63 e_tot_ha=-19127.8112
K -1.834 -0.627 1.183
N -2.005 2.508 4.243
N -2.080 1.262 4.905
C -2.541 0.116 4.278
O -2.363 -0.970 4.911
O -3.030 0.241 3.129
H -1.225 2.465 3.587
H -2.831 2.534 3.652
H -1.549 1.178 5.752
Br 1.581 -0.308 -0.204
B 1.447 1.139 -1.505
B 2.806 2.310 -1.628
C 1.969 3.693 -2.230
B 1.142 2.826 -0.973
B 0.240 3.699 -2.345
B 1.346 3.715 -3.847
B 2.932 2.842 -3.406
B 2.521 1.149 -2.976
Br 3.750 -0.318 -3.335
B 1.637 2.006 -4.322
Br 1.885 1.501 -6.185
B 0.009 2.525 -3.682
Br -1.562 2.592 -4.831
B -0.111 1.983 -1.943
Br -1.855 1.532 -1.184
B 0.738 0.960 -3.154
Br -0.020 -0.727 -3.780
H 3.756 2.343 -0.928
H 1.544 2.743 -2.558
H 1.034 3.206 0.139
H -0.441 4.633 -2.109
H 1.367 4.657 -4.558
H 3.958 3.240 -3.830
Cl 0.450 -3.421 7.384
C 0.303 -2.414 6.000
C 1.007 -1.122 6.004
Cl 1.952 -0.731 7.379
C 0.926 -0.245 4.986
Cl 1.712 1.272 4.984
C 0.137 -0.562 3.787
O 0.061 0.169 2.830
C -0.590 -1.926 3.768
O -1.130 -2.281 2.752
C -0.466 -2.787 4.968
Cl -1.324 -4.250 4.920
C -0.416 -4.556 -3.130
N -1.232 -3.685 -2.316
C -2.601 -3.469 -2.733
C -0.682 -2.911 -1.363
O -1.268 -2.053 -0.727
H -0.877 -5.542 -3.212
H 0.566 -4.670 -2.673
H -0.285 -4.144 -4.134
H -3.210 -4.356 -2.546
H -2.634 -3.239 -3.801
H -3.005 -2.626 -2.179
H 0.392 -3.101 -1.217